No. 1
# C7H16IInO5PS

A structure of composition C7H16IInO5PS in a non-equilibrium geometry (the ωB97M-V functional and the def2-TZVPD basis, the OMol25 dataset).

Structure (XYZ):
```
32
Properties=species:S:1:pos:R:3
C -0.497 -2.813 -0.395
C 0.145 -1.685 -1.391
C 0.159 -0.154 -0.829
C -0.829 0.165 0.432
In -2.953 0.754 -0.259
I -4.207 1.969 2.012
P -4.369 -1.214 -0.984
O -6.061 -0.728 -1.193
O -4.301 -2.404 0.284
S -3.582 -1.931 -2.633
H -1.667 -2.810 -0.420
H -0.076 -2.601 0.700
H -0.082 -3.893 -0.681
H -0.363 -1.826 -2.451
H 1.286 -1.998 -1.551
H -0.210 0.540 -1.728
H 1.272 0.222 -0.610
H -0.414 1.167 0.933
H -0.836 -0.630 1.290
H -2.868 2.088 -1.509
H -6.496 -0.727 -0.276
H -4.093 -1.910 1.154
C 4.014 3.010 1.067
C 5.021 1.972 0.688
O 4.471 0.779 1.214
C 3.125 0.977 1.325
O 2.319 0.100 1.585
O 2.800 2.285 1.108
H 3.957 3.821 0.336
H 4.206 3.436 2.057
H 5.124 1.866 -0.397
H 6.005 2.170 1.121
```

highest occupied orbital energy: -4.89 eV
calculated total energy: -51156.557 eV
multiplicity: 1
LUMO: 0.0797 Ha
maximum force: 3.16 eV/Å
net charge: -1
frontier orbital gap: 7.06 eV

No. 2
# C5H11NO3

A cluster of 2 separate species, C5H11NO3 in total in a non-equilibrium geometry (the ωB97M-V functional and the def2-TZVPD basis, the OMol25 dataset).

Structure (XYZ):
```
20
Properties=species:S:1:pos:R:3
C 1.116 0.815 1.121
N 0.209 1.929 0.852
C -1.128 1.622 0.280
C -1.269 2.682 -0.706
O -1.629 0.520 0.332
H 0.627 0.043 1.715
H 1.424 0.369 0.175
H 1.982 1.177 1.672
H 0.236 2.665 1.550
H -1.436 3.657 -0.251
H 0.026 2.768 -0.457
H -1.949 2.470 -1.523
C 0.578 -3.662 -0.591
C 0.111 -2.421 -0.455
O -0.595 -2.009 0.602
O 0.352 -1.400 -1.342
H 0.321 -4.413 0.134
H 1.223 -3.931 -1.411
H -0.994 -1.128 0.426
H 0.795 -1.754 -2.121
```

energy relative to the best compared isomer or geometry (same formula, charge and spin): 362.2 kJ/mol
SMILES: CNC(C)=O.C=C(O)O
highest occupied orbital energy: -8.24 eV
calculated total energy: -12993.098 eV
multiplicity: 1
LUMO: 0.0240 Ha
maximum force: 3.69 eV/Å
frontier orbital gap: 8.89 eV

No. 3
# C4H6O2

An isolated molecule of C4H6O2 in a non-equilibrium geometry (the ωB97M-V functional and the def2-TZVPD basis, the OMol25 dataset).

Structure (XYZ):
```
12
Properties=species:S:1:pos:R:3
C 1.268 -0.123 -0.429
C 0.284 -0.396 0.952
C -0.543 0.614 0.328
O -0.447 1.815 0.498
C -1.517 0.046 -0.684
O -1.387 -0.957 -1.344
H 0.905 -0.795 -1.217
H 2.268 -0.341 -0.108
H 1.287 0.885 -0.907
H -0.043 -1.442 0.889
H 0.475 -0.155 2.023
H -2.417 0.668 -0.663
```

energy relative to the best compared isomer or geometry (same formula, charge and spin): 237.9 kJ/mol
SMILES: CCC(=O)C=O
highest occupied orbital energy: -9.52 eV
calculated total energy: -8337.995 eV
multiplicity: 1
LUMO: -0.0047 Ha
maximum force: 1.58 eV/Å
frontier orbital gap: 9.39 eV

No. 4
# C4H6O2

An isolated molecule of C4H6O2 (the ωB97M-V functional and the def2-TZVPD basis, the OMol25 dataset).

Structure (XYZ):
```
12
Properties=species:S:1:pos:R:3
O 1.797 -0.364 1.012
C 1.097 -1.156 0.225
C 0.142 -0.313 -0.570
C -1.283 -0.435 0.025
O -1.334 0.964 0.308
C -0.061 1.192 -0.317
H 2.365 -0.932 1.554
H 0.201 -0.621 -1.617
H -2.050 -0.750 -0.692
H -1.365 -1.048 0.932
H 0.653 1.664 0.365
H -0.161 1.799 -1.225
```

energy relative to the best compared isomer or geometry (same formula, charge and spin): 394.9 kJ/mol
highest occupied orbital energy: -8.77 eV
calculated total energy: -8336.368 eV
multiplicity: 1
LUMO: 0.0283 Ha
maximum force: 0.45 eV/Å
frontier orbital gap: 9.54 eV

No. 5
# C2H6CoFO2

A structure of composition C2H6CoFO2 in a non-equilibrium geometry (the ωB97M-V functional and the def2-TZVPD basis, the OMol25 dataset).

Structure (XYZ):
```
12
Properties=species:S:1:pos:R:3
F -0.773 -0.478 2.353
Co -1.181 1.003 1.561
O 0.578 1.651 1.064
H 0.798 2.446 0.570
C -0.678 -1.049 -1.186
O -0.431 0.044 -0.302
C 0.863 0.262 0.137
H -0.955 -1.932 -0.596
H -1.514 -0.750 -1.822
H 0.214 -1.242 -1.796
H 1.497 0.309 -0.758
H 1.584 -0.264 0.774
```

highest occupied orbital energy (alpha / beta): -15.71 / -15.79 eV
calculated total energy: -46600.957 eV
multiplicity: 4
LUMO (alpha / beta): -0.1990 / -0.2098 Ha
maximum force: 3.31 eV/Å
⟨S²⟩: 3.756
net charge: +1
frontier orbital gap (alpha / beta): 10.30 / 10.08 eV

No. 6
# C14H16N2O3S

An isolated molecule of C14H16N2O3S in a non-equilibrium geometry (the ωB97M-V functional and the def2-TZVPD basis, the OMol25 dataset).

Structure (XYZ):
```
36
Properties=species:S:1:pos:R:3
O -0.647 -2.625 1.018
C -0.299 -2.124 -0.016
O 0.801 -2.505 -0.669
C -1.032 -1.043 -0.778
C -1.849 -0.084 0.102
C -1.014 0.373 1.322
C 0.343 0.793 0.921
N 1.396 0.043 0.839
C 2.358 0.898 0.377
C 3.699 0.477 0.123
C 4.759 1.233 -0.305
C 5.934 0.474 -0.452
C 5.751 -0.838 -0.137
S 4.142 -1.180 0.347
N 1.906 2.115 0.192
O 0.591 2.055 0.546
C -2.312 1.129 -0.740
C -3.806 1.281 -0.460
C -4.264 -0.161 -0.267
C -3.152 -0.750 0.598
H 1.288 -3.168 -0.154
H -1.706 -1.541 -1.480
H -0.290 -0.501 -1.367
H -1.521 1.205 1.811
H -0.915 -0.463 2.014
H 4.676 2.286 -0.499
H 6.873 0.884 -0.776
H 6.473 -1.629 -0.161
H -1.751 2.030 -0.497
H -2.164 0.922 -1.801
H -4.329 1.789 -1.269
H -3.966 1.845 0.460
H -4.309 -0.668 -1.232
H -5.241 -0.236 0.207
H -3.328 -0.483 1.640
H -3.094 -1.834 0.541
```

energy relative to the best compared isomer or geometry (same formula, charge and spin): 172.7 kJ/mol
SMILES: O=C(O)CC1(Cc2nc(-c3cccs3)no2)CCCC1
highest occupied orbital energy: -8.78 eV
calculated total energy: -34735.612 eV
multiplicity: 1
LUMO: 0.0178 Ha
maximum force: 1.40 eV/Å
frontier orbital gap: 9.27 eV

No. 7
# C10H16

A cluster of 2 separate species, C10H16 in total in a non-equilibrium geometry (the ωB97M-V functional and the def2-TZVPD basis, the OMol25 dataset).

Structure (XYZ):
```
26
Properties=species:S:1:pos:R:3
C 0.994 -0.395 3.118
C 0.404 0.743 2.219
C 0.828 0.679 0.782
C 0.878 -0.551 0.130
C 1.298 -0.639 -1.191
C 1.654 0.493 -1.911
C 1.590 1.713 -1.259
C 1.237 1.801 0.079
H 0.540 -1.380 3.126
H 1.052 0.047 4.110
H 2.031 -0.461 2.782
H -0.680 0.714 2.252
H 0.726 1.656 2.714
H 0.698 -1.493 0.629
H 1.259 -1.618 -1.648
H 1.934 0.356 -2.947
H 1.818 2.613 -1.821
H 1.291 2.770 0.560
C -2.954 -0.570 -0.979
C -1.894 -1.133 -1.943
H -3.691 0.012 -1.526
H -3.457 -1.400 -0.471
H -2.515 -0.043 -0.129
H -1.651 -2.165 -1.701
H -1.019 -0.506 -2.051
H -2.371 -1.243 -2.925
```

energy relative to the best compared isomer or geometry (same formula, charge and spin): 55.2 kJ/mol
SMILES: CCc1ccccc1.CC
highest occupied orbital energy: -9.07 eV
calculated total energy: -10629.172 eV
multiplicity: 1
LUMO: 0.0368 Ha
maximum force: 1.69 eV/Å
frontier orbital gap: 10.07 eV

No. 8
# C3H5N3S2

An isolated molecule of C3H5N3S2 in a non-equilibrium geometry (the ωB97M-V functional and the def2-TZVPD basis, the OMol25 dataset).

Structure (XYZ):
```
13
Properties=species:S:1:pos:R:3
N 1.792 -1.456 1.841
N 1.519 -2.048 0.654
C 0.658 -1.531 -0.198
C 0.249 -0.153 0.247
N -0.971 0.323 -0.269
S -1.278 1.988 -0.056
C -2.052 2.391 -1.622
S -2.905 3.592 -2.325
H 0.775 -1.271 2.185
H 2.320 -2.095 2.300
H 0.450 -2.042 -1.095
H 1.167 0.678 0.672
H -1.724 1.625 -2.334
```

energy relative to the best compared isomer or geometry (same formula, charge and spin): 465.1 kJ/mol
SMILES: N/N=C\C=N\SC=S
highest occupied orbital energy: -8.69 eV
calculated total energy: -29327.885 eV
multiplicity: 1
LUMO: -0.0378 Ha
maximum force: 6.22 eV/Å
frontier orbital gap: 7.66 eV

No. 9
# C25H48AsCsN6O4S3Si3

A structure of composition C25H48AsCsN6O4S3Si3 in a non-equilibrium geometry (the ωB97M-V functional and the def2-TZVPD basis, the OMol25 dataset).

Structure (XYZ):
```
91
Properties=species:S:1:pos:R:3
Cs 2.654 -0.219 1.015
C 7.099 -1.770 3.837
S 6.204 -0.250 4.230
C 5.517 0.236 2.673
S 4.488 1.612 2.763
N 5.936 -0.423 1.629
N 5.274 -0.334 0.450
C 5.908 -0.117 -0.625
C 5.187 -0.176 -1.920
C 5.915 -0.115 -3.105
C 5.248 -0.173 -4.315
C 3.867 -0.284 -4.314
C 3.223 -0.330 -3.088
N 3.849 -0.279 -1.916
H 7.924 -1.859 4.543
H 7.488 -1.698 2.825
H 6.453 -2.642 3.922
H 6.972 0.123 -0.640
H 6.993 -0.026 -3.065
H 5.797 -0.133 -5.247
H 3.301 -0.330 -5.234
H 2.139 -0.403 -3.047
C -7.279 -2.770 -0.900
C -5.964 -2.631 -0.140
S -4.687 -3.547 -0.963
O -4.190 -2.758 -2.067
O -5.156 -4.891 -1.199
C -3.385 -3.634 0.235
C -2.308 -4.587 -0.292
N -1.000 -4.213 0.239
C -0.083 -3.488 -0.444
N 0.969 -3.193 0.301
C 0.741 -3.758 1.517
C -0.467 -4.382 1.500
N -1.127 -5.064 2.573
O -2.251 -5.501 2.363
O -0.510 -5.191 3.609
C -0.267 -3.059 -1.859
H -8.052 -2.199 -0.390
H -7.587 -3.813 -0.950
H -7.184 -2.391 -1.916
H -6.030 -3.030 0.873
H -5.612 -1.599 -0.107
H -3.788 -3.973 1.187
H -2.992 -2.619 0.325
H -2.233 -4.507 -1.374
H -2.541 -5.614 -0.041
H 1.428 -3.693 2.345
H -0.367 -3.914 -2.528
H 0.614 -2.492 -2.152
H -1.153 -2.432 -1.983
C 1.147 5.638 -0.063
Si -0.083 4.717 0.993
C 0.352 4.910 2.794
C -1.774 5.437 0.703
As 0.197 2.440 0.464
Si -1.517 1.400 1.686
C -1.673 -0.381 1.105
C -3.220 2.161 1.624
C -0.931 1.372 3.456
Si -0.517 2.314 -1.770
C 0.954 2.866 -2.773
C -2.013 3.305 -2.270
C -0.846 0.512 -2.165
H 1.319 6.635 0.350
H 0.783 5.755 -1.087
H 2.105 5.116 -0.101
H 0.610 5.953 2.999
H 1.206 4.289 3.071
H -0.488 4.640 3.439
H -1.742 6.497 0.977
H -2.538 4.955 1.313
H -2.081 5.368 -0.340
H -2.219 -0.449 0.161
H -2.222 -0.948 1.865
H -0.699 -0.860 0.964
H -3.518 2.444 0.613
H -3.279 3.050 2.255
H -3.944 1.432 2.003
H 0.090 0.992 3.533
H -1.580 0.734 4.062
H -0.936 2.373 3.894
H 1.154 3.932 -2.643
H 0.790 2.678 -3.838
H 1.851 2.325 -2.463
H -1.779 4.367 -2.357
H -2.838 3.196 -1.563
H -2.354 2.953 -3.248
H -0.166 -0.150 -1.623
H -0.706 0.344 -3.238
H -1.868 0.222 -1.914
```

energy relative to the best compared isomer or geometry (same formula, charge and spin): 71.0 kJ/mol
highest occupied orbital energy: -7.04 eV
calculated total energy: -161360.035 eV
multiplicity: 1
LUMO: -0.0285 Ha
maximum force: 1.57 eV/Å
frontier orbital gap: 6.26 eV

No. 10
# C31H30AuClIN4OS2Se

A structure of composition C31H30AuClIN4OS2Se (the ωB97M-V functional and the def2-TZVPD basis, the OMol25 dataset).

Structure (XYZ):
```
72
Properties=species:S:1:pos:R:3
Au 0.305 -0.290 -0.039
Cl -4.611 -4.272 -2.584
C -3.495 -2.980 -2.314
C -3.542 -1.858 -3.094
C -2.654 -0.781 -2.888
I -2.701 0.851 -4.162
C -1.742 -0.803 -1.858
O -0.935 0.211 -1.544
C -1.678 -1.992 -1.090
N -0.695 -2.026 -0.132
C -0.496 -3.101 0.602
C -1.290 -4.243 0.436
C -2.297 -4.237 -0.493
C -2.521 -3.097 -1.294
H -4.270 -1.798 -3.891
H 0.300 -3.065 1.332
H -1.093 -5.112 1.046
H -2.919 -5.110 -0.635
S 1.980 -0.620 1.569
C 2.349 0.977 0.987
N 1.515 1.306 0.040
C 1.723 2.571 -0.497
C 1.002 3.183 -1.512
C 1.396 4.451 -1.890
C 2.476 5.091 -1.269
C 3.192 4.477 -0.258
C 2.802 3.198 0.126
S 3.510 2.172 1.365
H 0.167 2.673 -1.975
H 0.865 4.959 -2.683
H 2.755 6.087 -1.581
H 4.025 4.974 0.217
C -5.086 0.611 3.635
C -4.540 -0.761 4.027
C -4.511 -1.781 2.887
C -3.406 -1.558 1.855
N -3.692 -0.480 0.915
C -3.044 0.708 0.824
Se -1.546 1.215 1.789
N -3.660 1.441 -0.128
C -3.324 2.811 -0.515
C -4.434 3.802 -0.176
C -4.786 3.888 1.306
C -3.676 4.488 2.162
C -4.681 0.690 -0.704
C -5.548 0.959 -1.754
C -6.436 -0.044 -2.105
C -6.460 -1.271 -1.432
C -5.592 -1.536 -0.386
C -4.705 -0.528 -0.036
H -5.273 1.220 4.519
H -6.029 0.518 3.090
H -4.381 1.162 3.014
H -5.157 -1.173 4.828
H -3.532 -0.647 4.435
H -5.485 -1.794 2.390
H -4.358 -2.781 3.300
H -3.240 -2.465 1.269
H -2.473 -1.293 2.356
H -3.127 2.807 -1.587
H -2.395 3.056 -0.002
H -5.331 3.551 -0.746
H -4.103 4.781 -0.531
H -5.051 2.894 1.677
H -5.687 4.497 1.405
H -2.788 3.855 2.179
H -4.006 4.614 3.193
H -3.387 5.471 1.784
H -5.524 1.897 -2.288
H -7.129 0.125 -2.918
H -7.168 -2.029 -1.737
H -5.601 -2.491 0.122
```

energy relative to the best compared isomer or geometry (same formula, charge and spin): 0.0 kJ/mol
highest occupied orbital energy: -10.15 eV
calculated total energy: -151970.572 eV
multiplicity: 1
LUMO: -0.1546 Ha
maximum force: 0.55 eV/Å
net charge: +1
frontier orbital gap: 5.94 eV

No. 11
# CNPS

A cluster of 2 separate species, CNPS in total in a non-equilibrium geometry (the ωB97M-V functional and the def2-TZVPD basis, the OMol25 dataset).

Structure (XYZ):
```
4
Properties=species:S:1:pos:R:3
C -1.440 0.121 0.024
N -2.608 0.257 0.165
P 1.713 -0.987 -0.485
S 2.335 0.609 0.297
```

energy relative to the best compared isomer or geometry (same formula, charge and spin): 303.6 kJ/mol
highest occupied orbital energy (alpha / beta): -10.21 / -8.76 eV
calculated total energy: -22646.728 eV
multiplicity: 1
LUMO (alpha / beta): -0.1201 / -0.1307 Ha
maximum force: 2.67 eV/Å
frontier orbital gap (alpha / beta): 6.94 / 5.21 eV

No. 12
# C5H8N

The ion C5H8N with charge +1 in a non-equilibrium geometry (the ωB97M-V functional and the def2-TZVPD basis, the OMol25 dataset).

Structure (XYZ):
```
14
Properties=species:S:1:pos:R:3
C -0.234 0.441 -0.510
C 1.055 -0.116 -0.710
C 0.167 -1.268 -0.168
C 2.263 0.334 0.086
C -2.702 0.098 -0.025
N -1.352 0.123 -0.284
H 1.270 -0.207 -1.777
H 0.265 -1.305 0.928
H 2.338 1.420 0.111
H 3.163 -0.061 -0.379
H 2.218 -0.030 1.112
H -3.012 -0.948 0.071
H -3.260 0.553 -0.851
H -2.932 0.613 0.916
```

energy relative to the best compared isomer or geometry (same formula, charge and spin): 415.8 kJ/mol
highest occupied orbital energy (alpha / beta): -12.46 / -16.73 eV
calculated total energy: -6790.267 eV
multiplicity: 3
LUMO (alpha / beta): -0.1679 / -0.2382 Ha
maximum force: 5.09 eV/Å
⟨S²⟩: 2.022
net charge: +1
frontier orbital gap (alpha / beta): 7.89 / 10.25 eV